# 1
108
Properties=species:S:1:pos:R:3:lowdin_charge:R:1 method="wB97M-V/def2-TZVPD" total_charge=0 e_above_lowest_kcal_mol=0.0 lumo_energy_ev=-0.884 homo_ev=-9.335 orbital_gap_ha=0.311
C 0.1272 3.2775 -3.8307 -0.06
C 0.4730 1.7509 -3.9075 -0.12
C 1.1019 1.1635 -2.5562 -0.28
O 2.0991 1.9468 -1.9320 -0.06
C 3.4326 1.8964 -2.3041 -0.64
I 4.5945 0.2633 -1.3462 1.12
C 3.8315 1.8062 -3.8037 -0.20
O 3.2920 2.8165 -4.6609 -0.11
N 3.2542 2.3853 -5.9827 0.00
O 2.5594 3.1182 -6.5781 0.09
C 4.1242 3.1754 -1.6173 -0.27
O 3.7732 3.0675 -0.2470 -0.20
C 4.4720 3.9211 0.6313 -0.90
N 5.8537 4.2093 0.3213 0.02
I 3.3787 5.7710 1.1189 0.98
P 4.4956 2.9672 2.2845 0.51
O 3.1487 2.3151 2.3558 -0.33
O 5.6063 1.7615 2.2837 -0.15
O 4.5914 3.9633 3.5875 -0.19
C 3.6682 4.5434 -2.2126 -0.37
O 4.5315 5.2499 -2.6757 0.13
N 2.3112 5.0141 -2.2916 0.17
C 2.2903 6.1553 -3.1810 -0.48
O 2.1888 6.0836 -4.3385 0.20
F 2.4379 7.4246 -2.6494 0.09
C 1.3176 -0.3916 -2.7341 -0.21
O 1.5015 -1.0524 -1.7507 0.15
C 1.1800 -1.2162 -4.0623 -0.29
F -0.1717 -1.1601 -4.4135 0.10
F 1.8695 -0.7420 -5.1390 0.12
C 1.4558 -2.7758 -3.8865 -0.29
F 0.5224 -3.3500 -3.0889 0.15
F 1.2306 -3.2959 -5.1495 0.12
C 2.9439 -3.1414 -3.5156 -0.28
F 3.3262 -4.1657 -4.3698 0.11
F 3.8435 -2.1288 -3.7187 0.08
C 3.1626 -3.7040 -2.0595 -0.37
O 2.5547 -4.5806 -1.5650 0.20
O 4.2140 -3.1313 -1.3184 0.02
C -0.1229 1.2435 -1.5509 -0.10
C -0.2387 2.2291 -0.5198 0.00
C -1.3180 2.2988 0.4290 -0.11
N -2.3344 1.4200 0.3792 0.05
C -2.2389 0.4783 -0.5721 -0.15
C -1.2291 0.2767 -1.5722 0.02
H 0.9111 3.8944 -4.3376 0.05
H -0.8774 3.5120 -4.2509 0.09
H 0.1130 3.6406 -2.7700 0.06
H -0.5096 1.2180 -4.0094 0.12
H 1.0761 1.5073 -4.8085 0.09
H 3.6529 0.7533 -4.1521 0.11
H 4.9525 1.9158 -3.8443 0.13
H 5.2052 3.0506 -1.8532 0.13
H 5.9737 4.8081 -0.4958 0.08
H 6.4421 3.3771 0.2873 0.09
H 5.0841 0.9410 2.1638 0.08
H 3.6584 4.0812 3.8543 0.07
H 1.9366 5.3077 -1.3836 0.08
H 5.0101 -3.3647 -1.8413 0.13
H 0.5727 2.9870 -0.4286 0.11
H -1.3185 3.0836 1.2124 0.12
H -3.0723 -0.2659 -0.5886 0.11
H -1.2599 -0.5669 -2.2943 0.11
C -2.8190 -1.2505 6.1084 -0.08
C -3.0223 -0.7914 4.6757 -0.28
O -2.0157 0.0938 4.2118 -0.17
C -0.6897 -0.4089 4.1981 -0.28
C -0.5087 -1.6291 3.3121 -0.08
H -2.7524 -0.3917 6.7805 0.08
H -3.6491 -1.8828 6.4269 0.08
H -1.8973 -1.8246 6.2250 0.06
H -3.9647 -0.2429 4.6116 0.11
H -3.1161 -1.6452 3.9957 0.11
H -0.3494 -0.6085 5.2201 0.10
H -0.0612 0.3983 3.8157 0.12
H -1.0991 -2.4778 3.6642 0.06
H 0.5388 -1.9368 3.2985 0.08
H -0.8254 -1.4118 2.2901 0.07
C 0.6118 -7.0199 -2.3751 -0.08
C -0.8233 -7.1532 -1.9003 -0.27
O -1.1716 -8.4658 -1.4875 -0.16
C -0.4267 -9.0019 -0.4068 -0.28
C -0.5407 -8.1940 0.8743 -0.08
H 0.8131 -7.7210 -3.1892 0.09
H 0.8030 -6.0075 -2.7282 0.05
H 1.3257 -7.2357 -1.5782 0.07
H -1.4933 -6.9064 -2.7266 0.12
H -1.0420 -6.4361 -1.1014 0.11
H 0.6208 -9.1344 -0.6978 0.11
H -0.8261 -10.0024 -0.2283 0.12
H -0.1320 -7.1883 0.7577 0.06
H 0.0076 -8.6830 1.6819 0.08
H -1.5860 -8.0896 1.1709 0.08
C -9.2170 2.0117 4.6199 -0.08
C -7.9998 1.4084 5.2972 -0.28
O -6.9352 1.1170 4.4069 -0.17
C -6.3904 2.2177 3.6939 -0.28
C -5.8061 3.2946 4.5912 -0.08
H -9.5784 1.3553 3.8250 0.08
H -10.0196 2.1625 5.3434 0.08
H -8.9919 2.9781 4.1643 0.06
H -8.2844 0.4575 5.7525 0.12
H -7.6452 2.0474 6.1134 0.11
H -7.1387 2.6340 3.0112 0.11
H -5.5922 1.8139 3.0677 0.12
H -6.5682 3.7524 5.2256 0.06
H -5.3557 4.0867 3.9900 0.08
H -5.0429 2.8742 5.2488 0.08


# 2
28
Properties=species:S:1:pos:R:3:nbo_charge:R:1 method="wB97M-V/def2-TZVPD" total_charge=+1 e_above_lowest_kcal_mol=76.6 lumo_energy_ev=-2.730 homo_ev=-14.291 orbital_gap_ha=0.425
O -1.7050 0.4494 1.0122 -0.86
H -2.4545 -0.0839 1.3595 0.56
H 3.6268 -0.8488 -0.9503 0.49
O 0.6332 0.1978 3.5843 -0.99
H -0.0908 -0.3252 3.2935 0.48
O 0.4916 -0.4981 1.1499 -0.96
H 2.6179 2.8436 0.1008 0.56
H 1.2890 -0.0462 1.4545 0.55
O 2.4880 1.9947 -0.3313 -1.10
H 0.8627 -0.9863 0.3761 0.54
H 0.7864 0.4221 4.5001 0.51
O -0.1193 -2.4694 -1.1339 -0.97
H 1.3229 1.7619 -3.5272 0.48
H -0.4705 -3.1963 -0.6193 0.48
O 0.4153 1.4860 -3.3316 -0.95
H 0.0575 2.3535 -3.5722 0.47
H 0.2783 -2.8619 -1.9363 0.49
O -1.8013 1.5847 -1.4691 -0.96
H -1.6741 0.8776 0.1271 0.56
H -0.8317 1.5961 -1.3696 0.49
O -3.5462 -1.4756 1.0769 -0.97
H 2.1192 1.3755 -0.9452 0.55
H -1.8454 1.4356 -2.4365 0.51
O 3.0518 -1.0391 -0.2146 -0.97
H -3.9526 -2.0440 0.4212 0.50
H -4.2958 -1.3403 1.6788 0.49
H -0.8400 -0.2383 1.1203 0.54
H 3.5863 -0.9253 0.5818 0.49


# 3
35
Properties=species:S:1:pos:R:3:nbo_charge:R:1 method="wB97M-V/def2-TZVPD" total_charge=0 e_above_lowest_kcal_mol=47.1 lumo_energy_ev=0.044 homo_ev=-9.045 orbital_gap_ha=0.334
C 0.1230 -2.0886 1.8021 -0.43
C -0.6238 -0.9986 1.9223 -0.19
C -0.7480 -0.0795 0.7579 -0.26
C -1.7929 0.7354 0.6346 0.02
C -2.9719 0.9109 1.5361 -0.68
C -1.8474 1.7057 -0.5245 0.02
C -2.3600 1.2338 -1.6646 -0.42
C -1.1226 3.0271 -0.2875 -0.66
H 0.5807 -2.4798 0.9013 0.20
H 0.4415 -2.6761 2.6606 0.20
H -1.0725 -0.6689 2.8465 0.21
H 0.0279 -0.1313 0.0073 0.21
H -3.8042 0.2013 1.4830 0.24
H -3.5765 1.8086 1.3919 0.23
H -2.6797 0.9718 2.5901 0.22
H -2.7618 0.2354 -1.6113 0.21
H -2.4520 1.8816 -2.5281 0.20
H -0.8260 3.0110 0.7545 0.20
H -0.1972 3.1612 -0.8402 0.24
H -1.9094 3.7448 -0.5104 0.24
O 1.7764 2.7129 1.2176 -0.95
H 0.8500 2.5183 1.0725 0.47
H 2.3814 2.1837 0.7144 0.48
O 2.7476 -0.7268 -3.6830 -0.91
H 2.8316 -1.5781 -3.2625 0.45
H 2.1154 -0.2779 -3.1148 0.47
O 2.7434 -2.3595 -0.9230 -0.93
H 3.1430 -2.3992 -1.7919 0.45
H 3.1623 -3.1220 -0.5032 0.47
O -0.0793 -3.3682 -2.8129 -0.94
H -0.0171 -2.5723 -3.3424 0.47
H -0.1174 -3.0859 -1.8945 0.47
O 2.6242 -0.0876 2.4474 -0.94
H 1.9772 -0.7346 2.1350 0.47
H 3.4343 -0.6086 2.4198 0.46


# 4
13
Properties=species:S:1:pos:R:3:nbo_charge:R:1 method="wB97M-V/def2-TZVPD" total_charge=0 smiles="C=C[C@H](C#N)N=C" e_above_lowest_kcal_mol=85.3 lumo_energy_ev=0.281 homo_ev=-9.973 orbital_gap_ha=0.377
C -0.9412 -1.2161 -0.2026 -0.38
C 0.2421 -0.8850 -0.7707 -0.13
C 0.9040 0.4593 -0.5848 -0.22
C 1.7160 0.5430 0.6856 0.26
N 2.3245 0.7471 1.6516 -0.31
N -0.3061 1.2554 -0.5806 -0.40
C -0.9394 1.0780 0.5206 -0.09
H -1.9106 -0.7222 -0.1888 0.23
H -1.0321 -2.2143 0.1986 0.21
H 0.8415 -1.6209 -1.3153 0.22
H 1.6338 0.6685 -1.3762 0.25
H -2.0186 1.2124 0.4805 0.18
H -0.5141 0.6948 1.4821 0.18